Entry 1:
ORCA calculation (ωB97M-V/def2-TZVPD) on a structure of composition C34H37BrIN5O4S.

```
83
Properties=species:S:1:pos:R:3:forces:R:3:mulliken_charge:R:1
C 4.441 -1.411 -1.433 0.0094 0.0963 -0.0060 -0.06
C 3.679 -1.064 -2.289 -0.5429 0.1649 0.4226 -0.40
C 2.618 -0.554 -3.166 0.4262 0.0946 -0.3059 -0.29
C 1.253 -1.182 -2.891 0.4081 -0.4386 -0.2426 0.50
O 1.005 -2.290 -3.238 -0.2740 0.1748 0.1040 -0.47
O 0.240 -0.400 -2.328 0.5197 -0.1323 0.2882 -0.17
C 0.181 -0.182 -0.951 -0.6810 0.0136 0.2119 -0.98
I 0.910 -1.816 0.264 0.1204 -0.0100 -0.3024 0.29
C -1.342 0.032 -0.661 0.4636 -0.4185 -0.0015 0.17
Br -1.673 0.235 1.259 -0.1172 0.1074 -0.5904 -0.01
C -2.169 -1.112 -1.300 -0.5966 -0.0006 0.3086 -0.10
C -3.112 -1.904 -0.388 0.2511 -0.4583 -0.5804 -1.14
S 1.075 1.443 -0.627 0.0885 1.9236 -0.2389 1.76
C 2.511 1.246 0.403 0.3759 -0.1264 0.2937 -1.11
O 0.197 2.371 0.048 -0.0657 -0.7925 0.5317 -0.72
O 1.495 1.941 -1.918 0.3694 -0.7018 -0.0184 -0.73
H 5.093 -1.675 -0.635 0.1036 -0.1199 -0.1320 0.40
H 2.608 0.533 -3.118 -0.1871 -0.0862 0.0509 0.12
H 2.866 -0.844 -4.189 -0.1359 0.0031 -0.0477 0.42
H -1.586 0.999 -1.096 -0.1482 -0.0049 0.0795 0.32
H -1.521 -1.846 -1.778 0.1914 0.1924 -0.0114 0.18
H -2.775 -0.668 -2.091 0.1184 0.0279 -0.0778 0.21
H -2.545 -2.466 0.354 -0.1006 0.2416 0.2764 0.32
H -3.899 -1.304 0.060 0.0947 0.0347 0.1715 0.40
H -3.578 -2.659 -1.029 -0.1444 0.1747 0.0715 0.13
H 2.378 0.525 1.205 -0.2241 0.0015 -0.0874 0.20
H 3.395 0.986 -0.176 -0.2015 -0.1474 -0.2146 0.29
H 2.656 2.230 0.849 -0.1580 0.0842 -0.1422 0.49
N -4.450 -3.811 -3.058 0.0668 -0.1206 -0.1210 -0.50
C -3.865 -3.547 -4.226 -0.0491 0.0948 0.0794 -0.13
C -3.327 -4.519 -5.055 -0.0071 -0.0261 0.0163 -0.51
C -3.397 -5.841 -4.649 0.0184 -0.0379 -0.0294 -0.13
C -4.000 -6.136 -3.437 0.0090 0.0216 -0.0290 -0.47
C -4.509 -5.089 -2.684 -0.0547 0.0887 0.0719 -0.09
H -3.829 -2.499 -4.505 0.0228 -0.0143 -0.0468 0.37
H -2.866 -4.245 -5.993 0.0041 0.0212 0.0070 0.35
H -2.988 -6.630 -5.267 0.0014 0.0030 0.0025 0.37
H -4.075 -7.154 -3.081 -0.0120 0.0050 0.0172 0.36
H -4.991 -5.275 -1.730 0.0153 -0.0485 -0.0030 0.36
N -4.196 6.198 -1.132 0.0715 -0.0672 0.0066 -0.58
C -3.649 5.676 -2.228 -0.0691 0.0687 -0.0039 -0.23
C -2.647 4.717 -2.207 -0.0295 0.0249 0.0611 -0.63
C -2.183 4.275 -0.977 0.0382 -0.1075 -0.0823 0.18
C -2.740 4.809 0.173 -0.0224 0.0133 -0.0236 -0.61
C -3.739 5.761 0.041 -0.0688 0.0680 -0.0153 -0.25
H -4.039 6.050 -3.169 0.0290 -0.0329 -0.0227 0.35
H -2.241 4.326 -3.131 -0.0062 0.0137 -0.0114 0.38
H -1.401 3.529 -0.913 -0.0320 0.0993 0.0190 0.72
H -2.407 4.492 1.152 -0.0052 -0.0054 0.0024 0.39
H -4.204 6.202 0.917 0.0320 -0.0252 0.0278 0.35
N -1.144 0.195 5.557 0.1175 -0.0183 0.0028 -0.55
C -0.490 0.071 6.710 -0.1478 0.1468 0.0642 -0.37
C 0.874 0.284 6.852 -0.0298 0.1096 0.0310 -0.35
C 1.603 0.642 5.731 0.0774 0.0075 -0.0151 -0.38
C 0.941 0.769 4.521 0.0114 -0.0304 0.0371 -0.01
C -0.426 0.537 4.488 -0.1317 -0.0318 -0.0168 0.05
H -1.098 -0.216 7.562 0.0562 0.0069 0.0426 0.39
H 1.350 0.167 7.816 -0.0159 -0.0179 0.0072 0.38
H 2.669 0.814 5.798 -0.0019 -0.0126 0.0036 0.37
H 1.470 1.042 3.618 -0.0325 0.0146 -0.0172 0.35
H -0.972 0.625 3.555 0.1396 0.0643 0.2802 0.00
N 5.907 4.298 -3.641 -0.0872 0.0251 -0.0021 -0.55
C 4.924 3.833 -2.872 0.0960 -0.0257 -0.0139 -0.27
C 3.627 4.325 -2.893 0.0037 0.0429 0.0280 0.05
C 3.336 5.364 -3.761 -0.0257 0.0336 -0.0218 -0.52
C 4.346 5.863 -4.568 -0.0233 -0.0310 0.0231 -0.30
C 5.608 5.296 -4.470 0.0952 -0.0443 0.0066 -0.27
H 5.197 3.021 -2.205 -0.0477 -0.0077 0.0116 0.39
H 2.869 3.903 -2.248 -0.0048 -0.0311 -0.0315 0.33
H 2.337 5.778 -3.808 0.0018 -0.0022 0.0073 0.41
H 4.162 6.674 -5.260 0.0206 -0.0006 -0.0086 0.36
H 6.426 5.654 -5.085 -0.0313 0.0382 -0.0169 0.35
N 1.921 -3.461 5.816 -0.0785 -0.0855 0.0071 -0.48
C 0.650 -3.087 5.961 0.1349 -0.0108 -0.0837 0.07
C -0.403 -3.978 6.105 0.0146 -0.0411 0.0021 -0.44
C -0.123 -5.334 6.095 -0.0376 -0.0332 0.0100 -0.39
C 1.193 -5.743 5.944 -0.0257 0.0225 0.0011 -0.35
C 2.172 -4.770 5.811 0.0714 0.0860 -0.0045 -0.28
H 0.476 -2.019 5.961 -0.0522 -0.0917 -0.0504 0.39
H -1.416 -3.614 6.220 0.0082 0.0314 -0.0164 0.40
H -0.917 -6.062 6.203 0.0032 0.0013 -0.0007 0.38
H 1.456 -6.791 5.931 0.0207 0.0033 0.0000 0.37
H 3.214 -5.046 5.693 -0.0145 -0.0525 0.0004 0.38
```
Positions in Å, forces in eV/Å.

HOMO = -0.3473 Ha
E_LUMO = -0.4 eV
Kohn-Sham gap = 9.0 eV
Electronic energy = -140472.520 eV
Total charge = 0

---

Entry 2:
ORCA calculation (ωB97M-V/def2-TZVPD) on a structure of composition C34H37CoN4Si.

```
77
Properties=species:S:1:pos:R:3:forces:R:3:mulliken_charge:R:1
Co -0.484 -0.485 -0.261 -0.7107 -0.2753 0.0466 -0.62
C -0.585 2.640 -3.012 0.0118 -0.0035 -0.0287 -1.55
C 0.584 1.701 -2.699 -0.0630 0.0075 0.0189 1.56
C 0.396 0.257 -3.122 -0.0601 -0.0491 -0.0094 -1.91
N -0.426 -0.542 -2.211 0.1357 -0.0762 0.0440 0.75
C -0.967 -1.641 -2.683 0.0750 0.0245 -0.2069 0.64
C -0.750 -2.136 -4.001 -0.0217 0.0282 0.0873 -0.89
C -1.513 -2.993 -4.764 -0.0170 0.0014 0.0049 -0.38
C -2.711 -3.626 -4.452 0.0168 0.0062 -0.0396 -0.49
C -3.264 -3.701 -3.188 -0.0158 -0.0146 0.0418 -0.58
C -2.759 -3.273 -1.970 0.0012 -0.0221 0.0042 -0.93
C -1.632 -2.483 -1.669 0.0043 -0.0505 -0.1389 1.07
N -1.121 -2.317 -0.460 0.4416 0.1518 0.1540 0.10
C -1.336 -3.319 0.569 -0.0103 -0.0595 -0.0304 -0.91
C -1.647 -2.739 1.938 -0.0416 -0.0264 0.0167 -1.03
C -0.553 -1.768 2.352 -0.0808 0.1377 0.1168 -0.84
N -0.690 -0.511 1.633 0.0145 -0.1057 -0.1125 1.07
C -1.290 0.521 2.172 -0.0562 0.0121 0.2714 1.40
C -1.852 0.510 3.482 0.1029 0.0109 -0.1077 -1.17
C -2.202 1.553 4.306 -0.0252 0.0503 0.0235 -0.58
C -2.176 2.927 4.073 -0.0054 -0.0655 0.0463 -0.68
C -1.995 3.522 2.845 -0.0225 0.0243 -0.0885 -0.83
C -1.805 2.947 1.592 -0.0294 0.0258 0.0372 -0.33
C -1.544 1.621 1.217 0.0953 0.0452 0.0414 0.69
N -1.469 1.209 -0.044 0.4865 0.1608 -0.0872 -0.07
C -2.114 2.026 -1.065 -0.0250 -0.0222 -0.0060 -1.71
C -1.291 3.121 -1.753 -0.0464 0.0611 0.0156 -0.25
H -0.222 3.505 -3.571 0.0020 0.0086 0.0023 0.41
H -1.315 2.141 -3.659 0.0082 0.0159 -0.0144 0.37
H 1.496 2.069 -3.173 -0.0057 -0.0231 -0.0156 0.68
H 0.775 1.729 -1.630 -0.0033 0.0533 -0.0848 -1.83
H -0.051 0.241 -4.120 0.0139 0.0086 -0.0198 0.76
H 1.379 -0.226 -3.208 0.0053 -0.0111 0.0051 0.44
H 0.140 -1.754 -4.480 0.0067 0.0102 -0.0609 0.44
H -1.138 -3.164 -5.768 -0.0019 0.0328 -0.0064 0.34
H -3.228 -4.137 -5.255 0.0029 -0.0142 0.0073 0.34
H -4.208 -4.232 -3.119 0.0111 -0.0159 0.0053 0.32
H -3.347 -3.564 -1.109 -0.0107 -0.0111 -0.0103 0.36
H -2.107 -4.031 0.278 0.0087 0.0038 0.0028 0.58
H -0.406 -3.896 0.663 -0.0021 0.0005 -0.0202 0.15
H -2.622 -2.242 1.950 0.0071 -0.0005 -0.0307 0.34
H -1.686 -3.567 2.650 -0.0224 0.0112 0.0204 0.43
H -0.537 -1.609 3.430 0.0360 -0.0132 0.0088 0.87
H 0.406 -2.209 2.095 0.0632 -0.0152 -0.0009 -0.14
H -1.989 -0.472 3.909 0.0193 -0.0002 0.0410 0.33
H -2.533 1.253 5.295 0.0157 -0.0040 0.0018 0.35
H -2.377 3.575 4.916 -0.0191 -0.0013 -0.0010 0.34
H -2.057 4.606 2.835 -0.0108 -0.0023 -0.0130 0.35
H -1.802 3.650 0.770 0.0013 0.0186 0.0088 0.25
H -2.481 1.336 -1.829 0.0217 0.0163 -0.0325 0.45
H -2.998 2.486 -0.613 -0.0243 -0.0556 0.0082 0.78
H -1.969 3.940 -2.010 -0.0087 0.0031 0.0072 0.42
H -0.549 3.528 -1.059 -0.0122 0.0112 -0.0073 0.30
C 3.642 -2.304 3.849 0.0017 0.0013 0.0227 -0.49
C 2.928 -1.111 3.905 -0.0117 -0.0100 -0.0117 -0.75
C 2.364 -0.588 2.754 0.0933 0.0294 -0.0358 0.15
C 2.501 -1.232 1.520 0.0890 -0.0656 0.0298 -0.14
C 3.234 -2.419 1.483 -0.0653 -0.0238 0.0402 -0.21
C 3.795 -2.957 2.637 -0.0096 -0.0035 -0.0280 -0.65
Si 1.794 -0.520 -0.068 -0.5005 -0.0215 -0.0130 1.19
C 2.473 1.223 -0.187 0.0869 0.0782 0.0671 -0.02
C 3.512 1.525 -1.068 0.0330 0.0328 0.0872 -0.44
C 4.002 2.820 -1.179 -0.0021 -0.0254 -0.0036 -0.71
C 3.458 3.837 -0.408 -0.0004 0.0161 -0.0046 -0.45
C 2.427 3.554 0.479 -0.0070 -0.0143 -0.0057 -0.94
C 1.941 2.260 0.585 0.0623 0.0064 0.0149 0.54
H 4.081 -2.717 4.748 -0.0042 0.0019 0.0015 0.39
H 2.813 -0.592 4.848 0.0009 -0.0020 0.0027 0.43
H 1.803 0.338 2.820 -0.0011 0.0186 0.0008 0.25
H 3.368 -2.936 0.539 -0.0018 -0.0066 -0.0022 0.33
H 4.352 -3.884 2.586 0.0084 0.0051 -0.0036 0.40
H 2.441 -1.308 -1.151 -0.0225 -0.0202 -0.0725 -0.54
H 3.940 0.740 -1.682 0.0001 -0.0044 -0.0053 0.38
H 4.807 3.037 -1.871 0.0033 0.0016 0.0021 0.42
H 3.837 4.847 -0.496 -0.0046 0.0015 -0.0052 0.39
H 1.996 4.345 1.082 0.0023 0.0007 0.0058 0.45
H 1.116 2.064 1.263 -0.0068 0.0001 0.0002 0.07
```
Positions in Å, forces in eV/Å.

HOMO (spin up / spin down) = -0.2513 / -0.2493 Ha
E_LUMO (spin up / spin down) = -0.1 / -0.2 eV
Kohn-Sham gap (spin up / spin down) = 6.7 / 6.6 eV
Electronic energy = -87322.172 eV
Total charge = 0

---

Entry 3:
ORCA calculation (ωB97M-V/def2-TZVPD) on a structure of composition C34H37MnN2O7Te.

```
82
Properties=species:S:1:pos:R:3:forces:R:3:mulliken_charge:R:1
Mn 3.112 -0.515 -1.057 0.3470 -0.2395 0.2134 0.62
O 3.503 3.422 -2.012 -0.0230 0.0789 -0.0081 -0.48
C 3.215 2.289 -1.406 -0.0614 0.1022 0.1192 0.76
O 2.915 1.281 -2.012 0.0120 -0.2544 -0.1790 -0.59
C 3.197 2.422 0.097 0.0051 0.0397 0.0036 -0.39
O 3.075 1.179 0.740 -0.0530 -0.1213 -0.0508 -0.34
C 4.259 0.741 1.430 -0.0106 0.0292 -0.0337 -0.54
C 5.333 0.166 0.495 0.0170 -0.0606 -0.0375 0.72
O 6.415 -0.105 0.978 -0.0933 0.0005 -0.0154 -0.67
O 4.964 -0.010 -0.732 0.0747 0.1969 0.0088 -0.77
H 3.463 3.280 -2.971 -0.0031 0.0283 -0.0494 0.41
H 4.071 2.985 0.425 0.0546 -0.0262 -0.0010 0.53
H 2.311 3.023 0.324 -0.0148 0.0601 0.0349 0.18
H 4.680 1.551 2.026 0.0034 0.0347 -0.0066 0.48
H 3.929 -0.050 2.099 0.0072 -0.0161 0.0196 0.25
C -7.128 -1.576 1.609 -0.0126 -0.0110 0.0014 -1.55
C -5.740 -1.077 1.324 -0.0132 -0.0525 -0.0222 0.47
C -5.240 0.057 1.947 0.0311 0.0488 0.0444 -1.00
C -3.957 0.526 1.694 0.0115 -0.0580 0.0040 0.49
C -3.494 1.767 2.417 -0.0203 0.0085 0.0062 -1.65
C -3.161 -0.167 0.767 -0.0317 -0.0351 -0.0298 0.48
Te -1.216 0.683 0.603 -0.2091 -0.2200 0.3155 1.00
N -0.186 -0.108 -0.837 0.5708 -0.0019 -0.2494 -0.69
C 0.587 -1.172 -0.805 -0.4675 -0.0761 0.1230 -0.47
O 1.460 -1.315 -1.738 -0.0859 0.1751 0.0386 -0.91
C 0.469 -2.334 0.146 -0.0302 0.0950 -0.0025 1.78
C 0.274 -2.201 1.517 -0.0050 0.0114 -0.0222 0.17
C 0.176 -3.321 2.330 -0.0100 -0.0479 -0.0494 -1.26
C 0.256 -4.588 1.773 0.0026 -0.0021 0.0736 -0.49
C 0.459 -4.730 0.407 0.0183 -0.0128 -0.0431 -0.98
C 0.586 -3.610 -0.397 -0.0854 -0.0381 -0.0608 -0.56
C -1.685 2.446 -0.435 0.0627 -0.0313 -0.1118 0.43
C -1.310 3.661 0.146 -0.0505 0.0167 0.0346 1.11
C -0.700 3.826 1.518 -0.0051 0.0076 0.0205 -2.24
C -1.553 4.834 -0.569 0.0088 0.0086 -0.0092 -0.93
C -2.144 4.821 -1.821 0.0104 0.0040 0.0114 0.69
C -2.385 6.091 -2.585 -0.0113 0.0174 0.0022 -1.55
C -2.509 3.592 -2.366 -0.0185 -0.0248 -0.0139 -0.91
C -2.294 2.395 -1.703 0.0222 0.0343 -0.0124 0.79
C -2.717 1.112 -2.362 0.0708 -0.0362 -0.0411 -1.10
C -3.633 -1.315 0.117 -0.0892 0.1226 0.0887 1.29
C -2.886 -2.118 -0.910 0.0294 -0.0577 -0.0189 -1.95
C -4.921 -1.743 0.423 -0.0346 0.0218 -0.0056 -0.70
H -7.631 -0.954 2.348 0.0089 -0.0058 -0.0094 0.35
H -7.102 -2.600 1.987 0.0018 0.0160 -0.0076 0.36
H -7.731 -1.580 0.700 0.0109 -0.0002 0.0147 0.35
H -5.860 0.592 2.658 0.0147 -0.0055 -0.0167 0.33
H -4.191 2.018 3.214 -0.0071 0.0048 -0.0158 0.46
H -3.439 2.626 1.743 0.0007 -0.0160 -0.0042 0.30
H -2.514 1.642 2.886 -0.0136 -0.0118 0.0040 0.26
H 0.252 -1.230 1.991 0.0003 0.1406 -0.0066 0.75
H 0.041 -3.203 3.398 0.0125 0.0064 -0.0209 0.48
H 0.171 -5.464 2.404 -0.0114 0.0069 -0.0115 0.44
H 0.526 -5.718 -0.030 0.0069 0.0144 -0.0027 0.48
H 0.762 -3.710 -1.460 0.0099 -0.0077 0.0156 0.53
H -0.397 2.898 1.998 0.0362 -0.0096 -0.0447 0.36
H -1.413 4.312 2.188 -0.0068 -0.0018 -0.0111 0.42
H 0.174 4.476 1.466 0.0025 -0.0054 -0.0032 0.54
H -1.270 5.782 -0.123 -0.0023 -0.0249 -0.0142 0.39
H -2.085 6.966 -2.010 -0.0023 -0.0137 -0.0071 0.37
H -3.441 6.196 -2.840 0.0136 -0.0072 0.0054 0.36
H -1.824 6.089 -3.521 -0.0064 -0.0017 0.0104 0.34
H -2.977 3.566 -3.344 0.0170 0.0022 0.0235 0.41
H -3.058 1.308 -3.376 -0.0177 0.0034 0.0108 0.44
H -3.537 0.642 -1.818 -0.0278 -0.0049 0.0309 0.23
H -1.889 0.403 -2.415 -0.0434 0.0559 0.0191 0.11
H -1.962 -1.658 -1.224 0.1551 0.0980 -0.0432 0.09
H -3.508 -2.247 -1.797 -0.0021 -0.0245 0.0291 0.52
H -2.654 -3.112 -0.522 0.0075 0.0111 0.0151 0.52
H -5.297 -2.630 -0.078 0.0100 0.0188 0.0074 0.48
O 3.471 -2.076 0.116 0.0242 -0.0848 -0.1310 -0.12
N 4.577 -2.776 -0.165 -0.0039 0.0551 0.0648 0.27
C 5.439 -3.035 0.829 -0.0728 0.0633 -0.0669 -0.07
C 6.588 -3.752 0.582 0.0068 -0.0049 0.0081 -0.76
C 6.853 -4.200 -0.701 0.0293 -0.0077 0.0271 -0.16
C 5.943 -3.924 -1.709 -0.0524 0.0245 -0.0155 -1.03
C 4.804 -3.209 -1.417 0.0176 -0.0296 0.0848 0.13
H 5.161 -2.625 1.787 0.0217 -0.0072 0.0068 0.42
H 7.272 -3.933 1.399 -0.0028 0.0006 -0.0142 0.42
H 7.756 -4.754 -0.914 -0.0089 0.0035 0.0071 0.41
H 6.104 -4.255 -2.725 0.0066 0.0008 0.0048 0.42
H 4.038 -2.965 -2.136 -0.0530 0.0294 -0.0327 0.50
```
Positions in Å, forces in eV/Å.

HOMO (spin up / spin down) = -0.4142 / -0.3629 Ha
2S+1 = 4
E_LUMO (spin up / spin down) = -2.2 / -2.2 eV
Kohn-Sham gap (spin up / spin down) = 9.1 / 7.7 eV
Electronic energy = -91778.048 eV
Total charge = +1